[1]
{"formula": "H4KO2", "method": "ωB97M-V/def2-TZVPD", "charge": 1, "relative_energy_ev": 0.358, "elements": ["K", "O", "H", "H", "O", "H", "H"], "positions_angstrom": [[0.993, -0.757, 1.183], [1.308, 2.066, 0.367], [0.367, 2.128, 0.204], [1.713, 2.366, -0.446], [-1.460, -1.889, -0.048], [-0.852, -2.406, -0.577], [-2.067, -1.509, -0.683]], "forces_ev_per_angstrom": [[-0.086, 0.199, 0.038], [-0.042, -0.802, 0.316], [-0.352, 0.396, -0.067], [0.253, 0.213, -0.245], [0.674, 0.330, 0.464], [-0.098, -0.456, -0.341], [-0.348, 0.119, -0.165]]}


[2]
{"formula": "C6H9FN2OS", "method": "ωB97M-V/def2-TZVPD", "smiles": "COc1c(F)nn(C)c1SC", "elements": ["C", "O", "C", "C", "F", "N", "N", "C", "C", "S", "C", "H", "H", "H", "H", "H", "H", "H", "H", "H"], "positions_angstrom": [[1.966, 2.147, 0.410], [0.621, 1.705, 0.460], [0.648, 0.358, 0.169], [1.702, -0.588, 0.023], [3.014, -0.396, -0.224], [1.322, -1.848, -0.064], [0.011, -1.772, 0.077], [-0.843, -2.931, 0.004], [-0.457, -0.527, 0.241], [-2.196, -0.098, 0.369], [-2.370, 1.433, -0.578], [2.714, 1.543, 1.082], [1.898, 3.119, 0.772], [2.398, 2.298, -0.651], [-1.839, -2.769, 0.540], [-0.947, -3.317, -1.040], [-0.390, -3.683, 0.550], [-3.057, 2.203, -0.016], [-2.768, 1.270, -1.527], [-1.427, 1.853, -0.598]], "forces_ev_per_angstrom": [[2.067, -0.197, -0.527], [0.985, -1.828, -0.761], [-0.875, -1.844, 0.788], [0.902, 0.009, -0.895], [-0.331, 0.393, 0.349], [0.047, 0.692, 0.191], [-1.962, -0.156, 0.070], [-1.645, 0.274, -0.600], [-0.093, 2.359, -0.555], [0.240, -0.595, 0.499], [-1.853, 0.992, 2.578], [-1.629, 0.968, -1.336], [0.186, 1.796, 0.937], [-0.793, -0.904, 1.415], [1.350, 0.118, -1.187], [-0.229, 0.602, 0.745], [1.105, -1.632, 1.068], [1.231, -1.738, -0.839], [-0.532, -0.385, -1.578], [1.828, 1.076, -0.362]]}


[3]
{"formula": "C24H23BBaN4O5S3Te", "method": "ωB97M-V/def2-TZVPD", "charge": -2, "relative_energy_ev": 0.362, "elements": ["Ba", "N", "C", "C", "C", "C", "C", "C", "S", "O", "O", "N", "C", "S", "C", "C", "N", "H", "H", "H", "H", "H", "H", "H", "H", "O", "C", "N", "C", "C", "C", "C", "C", "C", "C", "C", "O", "B", "O", "C", "C", "H", "H", "H", "H", "H", "H", "H", "H", "H", "H", "H", "H", "Te", "C", "C", "C", "C", "S", "H", "H", "H"], "positions_angstrom": [[2.259, -2.081, 2.146], [1.321, -3.411, -5.568], [1.316, -3.750, -4.204], [1.354, -5.087, -3.809], [1.381, -5.419, -2.465], [1.380, -4.420, -1.506], [1.337, -3.084, -1.888], [1.311, -2.754, -3.231], [1.413, -4.810, 0.231], [1.054, -6.206, 0.336], [2.741, -4.451, 0.706], [0.419, -3.806, 0.901], [-0.919, -3.862, 0.663], [-1.767, -5.280, 0.039], [-3.247, -4.393, 0.097], [-3.007, -3.155, 0.584], [-1.712, -2.850, 0.897], [0.901, -4.110, -6.160], [0.932, -2.499, -5.753], [1.353, -5.869, -4.561], [1.388, -6.452, -2.145], [1.288, -2.297, -1.142], [1.270, -1.710, -3.523], [-4.187, -4.820, -0.211], [-3.762, -2.395, 0.734], [5.899, 1.330, 2.237], [5.146, 0.392, 2.287], [4.412, -0.541, 2.334], [-0.925, 5.016, -3.395], [-1.572, 5.206, -2.022], [-3.095, 5.222, -2.218], [-1.123, 6.568, -1.473], [-1.185, 4.099, -1.038], [-1.707, 4.124, 0.257], [-1.396, 3.151, 1.207], [-0.540, 2.138, 0.831], [-0.084, 1.079, 1.536], [0.803, 0.303, 0.694], [0.795, 1.017, -0.568], [-0.009, 2.099, -0.452], [-0.315, 3.060, -1.394], [-1.237, 5.826, -4.060], [-1.225, 4.070, -3.850], [0.164, 5.034, -3.330], [-3.382, 6.011, -2.921], [-3.616, 5.399, -1.277], [-3.438, 4.264, -2.613], [-1.396, 7.371, -2.166], [-0.041, 6.584, -1.332], [-1.587, 6.778, -0.509], [-2.379, 4.924, 0.544], [-1.811, 3.185, 2.206], [0.123, 2.989, -2.380], [1.399, -3.762, 5.204], [1.230, -1.997, 6.353], [0.545, -0.851, 6.041], [0.622, 0.160, 7.040], [1.376, -0.212, 8.110], [1.989, -1.805, 7.887], [-0.012, -0.746, 5.119], [0.145, 1.127, 6.954], [1.611, 0.359, 8.995]], "forces_ev_per_angstrom": [[0.047, 0.342, 0.194], [0.022, 0.014, -0.011], [-0.007, -0.099, -0.008], [0.002, 0.051, -0.042], [0.003, -0.016, 0.053], [-0.008, 0.094, 0.093], [-0.006, -0.006, -0.105], [-0.001, 0.038, 0.079], [-0.281, -0.447, -0.379], [0.025, -0.003, -0.075], [0.151, 0.287, 0.179], [0.081, 0.029, 0.084], [-0.174, 0.039, -0.011], [-0.046, 0.019, -0.015], [0.098, -0.064, -0.003], [-0.034, 0.102, 0.042], [0.082, -0.123, -0.008], [-0.013, -0.003, 0.006], [-0.004, 0.000, -0.004], [0.001, 0.007, -0.009], [-0.002, 0.002, 0.000], [0.000, 0.017, -0.005], [0.001, -0.002, 0.000], [0.003, -0.011, -0.009], [-0.006, -0.013, -0.003], [0.014, 0.006, 0.021], [-0.015, -0.095, -0.035], [0.038, -0.047, 0.003], [0.008, -0.001, -0.004], [0.003, 0.007, -0.002], [-0.008, -0.001, 0.000], [-0.002, 0.001, 0.004], [-0.030, 0.023, 0.042], [0.017, 0.010, -0.050], [0.001, -0.034, 0.031], [-0.022, -0.027, -0.064], [-0.015, 0.060, 0.117], [0.031, -0.158, 0.039], [0.035, -0.010, -0.146], [-0.048, 0.048, 0.049], [0.045, -0.059, -0.036], [-0.001, -0.001, 0.000], [-0.002, 0.003, -0.001], [-0.001, -0.002, 0.005], [0.000, -0.002, -0.001], [0.007, -0.002, 0.003], [0.003, 0.001, -0.001], [0.000, -0.002, 0.000], [0.000, -0.002, -0.001], [-0.001, 0.001, -0.002], [0.001, 0.000, 0.002], [0.001, 0.001, -0.002], [-0.001, 0.002, 0.006], [0.033, 0.061, 0.104], [-0.027, 0.041, -0.180], [-0.020, -0.065, 0.052], [0.038, 0.070, -0.009], [0.016, -0.095, -0.008], [-0.004, -0.004, 0.024], [-0.017, 0.013, 0.007], [0.002, -0.005, -0.006], [-0.013, 0.013, -0.003]]}


Number 1: orbital gap 12.18 eV, HOMO level -16.3 eV. Number 2: orbital gap 9.00 eV, HOMO level -8.3 eV. Number 3: orbital gap 5.43 eV, HOMO level -1.7 eV.